Entry 1:
76
Properties=species:S:1:pos:R:3 method="wB97M-V/def2-TZVPD" multiplicity=1 e_tot_ha=-4972.9667
Tc -0.4328 1.7027 0.5623
C 2.7624 4.4244 0.0713
C 1.5021 3.6331 -0.0251
N 1.4174 2.3940 0.3951
N 2.5270 1.7966 0.8893
C 2.2840 0.8595 1.7726
N 3.3404 0.2369 2.3268
S 0.7068 0.3671 2.3184
C 0.2969 4.1634 -0.6317
C 0.1783 5.4646 -1.1062
C -0.9887 5.8571 -1.7354
C -2.0080 4.9314 -1.9014
C -1.8393 3.6611 -1.3842
N -0.7374 3.2861 -0.7334
H 3.5637 3.7738 0.4047
H 2.6472 5.2369 0.7924
H 3.0209 4.8564 -0.8965
H 4.2616 0.3928 1.9576
H 3.1600 -0.5608 2.9087
H 0.9965 6.1565 -0.9630
H -1.0990 6.8699 -2.0978
H -2.9326 5.1927 -2.3944
H -2.6156 2.9123 -1.4666
C 0.4382 1.1087 -2.8416
O -0.9358 0.8567 -2.5624
C -1.2156 0.2883 -1.3898
C -2.6464 -0.1531 -1.2855
H 0.5026 1.2651 -3.9149
H 1.0550 0.2591 -2.5420
H 0.7834 1.9954 -2.3062
H -3.0201 -0.4289 -2.2719
H -3.2669 0.6438 -0.8698
H -2.7113 -1.0065 -0.6154
F -2.5286 3.9009 4.4420
C -2.9666 2.9719 3.5933
F -2.5120 1.7796 3.9840
F -4.2976 2.9557 3.6287
S -2.3555 3.3281 1.8830
O -0.9172 3.5003 2.0611
O -3.0845 4.4703 1.4301
O -2.6343 2.0726 1.1644
C -0.3036 -0.0150 -0.3804
Ge 0.1369 -1.8951 0.0868
C -0.5248 -2.5987 1.8032
C 0.3261 -3.3252 2.6317
C -0.1198 -3.8104 3.8516
C -1.4245 -3.5701 4.2598
C -2.2775 -2.8405 3.4455
C -1.8284 -2.3563 2.2250
C -0.7017 -2.9002 -1.4127
C -0.0908 -2.8345 -2.6648
C -0.6663 -3.4328 -3.7759
C -1.8697 -4.1136 -3.6500
C -2.4798 -4.2054 -2.4075
C -1.8966 -3.6068 -1.2989
C 2.0410 -2.3394 -0.1988
C 2.3977 -3.6874 -0.1421
C 3.6921 -4.0947 -0.4254
C 4.6480 -3.1549 -0.7889
C 4.3004 -1.8151 -0.8735
C 3.0040 -1.4109 -0.5800
H 1.3511 -3.5020 2.3270
H 0.5521 -4.3724 4.4887
H -1.7709 -3.9379 5.2173
H -3.2932 -2.6441 3.7655
H -2.4990 -1.7615 1.6130
H 0.8563 -2.3129 -2.7689
H -0.1755 -3.3779 -4.7401
H -2.3326 -4.5662 -4.5178
H -3.4124 -4.7466 -2.3031
H -2.3756 -3.6963 -0.3287
H 1.6459 -4.4272 0.1150
H 3.9507 -5.1451 -0.3772
H 5.6585 -3.4718 -1.0149
H 5.0425 -1.0865 -1.1782
H 2.7407 -0.3611 -0.6533

Entry 2:
56
Properties=species:S:1:pos:R:3 method="wB97M-V/def2-TZVPD" de_lowest_kj_mol=0.0 multiplicity=3 total_charge=+4
N 0.1014 1.9524 -0.4267
C 0.1401 3.1132 -0.3175
C 0.2048 4.5403 -0.2339
H -0.8102 4.9540 -0.2890
H 0.7966 4.9105 -1.0813
H 0.6743 4.8676 0.7040
N 1.7902 -1.1741 -1.0504
C 2.7666 -1.8070 -1.0269
C 3.9591 -2.5791 -1.0027
H 4.6589 -2.1695 -1.7158
H 3.7515 -3.6005 -1.2796
H 4.4599 -2.6123 -0.0477
N -1.7315 -0.8940 -0.4163
C -2.7861 -1.3910 -0.3130
C -4.0683 -2.0211 -0.2352
H -4.0598 -2.8351 0.5037
H -4.3104 -2.4304 -1.2253
H -4.8309 -1.2840 0.0528
W 0.2492 -0.1557 -0.3867
C 0.0972 -1.8161 0.9745
O -0.2997 -2.7200 1.6033
C 1.7245 0.6762 0.9123
O 2.4159 1.4102 1.4940
C 0.4989 1.3490 -3.2293
C -0.8962 1.4139 -3.1104
C -1.6565 0.2405 -3.1105
C -1.0277 -1.0064 -3.2295
C 0.3650 -1.0744 -3.3607
C 1.1297 0.1055 -3.3618
H 1.0958 2.2728 -3.2862
H -1.3943 2.3950 -3.0721
H -2.7555 0.2947 -3.0723
H -1.6275 -1.9282 -3.2866
H 0.8602 -2.0504 -3.4726
H 2.2226 0.0524 -3.4760
C -3.2181 2.0158 2.4201
N -2.4012 1.5386 3.5096
C -2.9089 1.7028 4.8465
C -2.0895 0.8759 5.8021
C -0.6384 1.0544 5.4325
N -0.4487 0.4703 4.1380
C 0.7372 -0.3376 3.9542
C -1.2641 0.8834 3.1281
O -1.0619 0.6868 1.9038
H -2.6088 1.7422 1.5539
H -3.3409 3.1060 2.5205
H -4.1868 1.4866 2.4221
H -2.9345 2.7603 5.1499
H -3.9665 1.4221 4.8339
H -2.3198 -0.1722 5.5815
H -2.2796 1.0729 6.8641
H 0.0735 0.5889 6.1095
H -0.3690 2.1117 5.4111
H 1.6318 0.2120 4.2673
H 0.6700 -1.2314 4.5933
H 0.8217 -0.6249 2.9136

Entry 3:
72
Properties=species:S:1:pos:R:3 method="wB97M-V/def2-TZVPD" multiplicity=1 e_tot_ha=-2272.2017 total_charge=+1
C 1.8828 2.1534 -1.2627
C 3.3660 1.4236 -1.3089
O 3.9038 1.6577 -2.6576
B 4.8153 0.5149 -3.0200
O 5.8739 0.2173 -2.0217
N 4.6145 -0.1700 -4.3531
C 3.2267 0.0087 -4.9220
C 2.0676 -0.9331 -4.2114
N 2.5658 -2.3336 -3.8648
P 2.6071 -2.4478 -2.0843
C 3.5135 -4.0254 -1.4730
C 5.1560 -3.9249 -1.5380
C 0.7627 -2.6973 -1.5090
C 0.0709 -1.2643 -1.0144
C 3.8567 -2.7126 -4.5565
C 5.0718 -1.6070 -4.3735
C 6.0921 -1.7399 -5.6920
H 2.0496 3.3121 -1.1226
H 1.2998 1.8738 -2.2493
H 1.3091 1.6671 -0.3587
H 4.0821 1.7367 -0.4381
H 3.1691 0.2533 -1.2133
H 6.7019 -0.0207 -2.5334
H 2.8499 1.1194 -4.9807
H 3.2824 -0.3667 -6.0538
H 1.1497 -1.0897 -4.9584
H 1.6498 -0.4456 -3.2330
H 1.8292 -3.0238 -4.1997
H 3.2392 -4.1259 -0.3156
H 3.0860 -5.0210 -1.9703
H 5.6601 -4.7286 -0.8208
H 5.5869 -4.1666 -2.6209
H 5.5389 -2.8561 -1.2048
H 0.1248 -3.2624 -2.3166
H 0.7623 -3.3830 -0.5335
H -0.3984 -1.3610 0.0758
H -0.7227 -0.8636 -1.7949
H 0.9711 -0.5045 -0.9193
H 4.1816 -3.8188 -4.2727
H 3.6247 -2.7473 -5.7240
H 5.7013 -1.9528 -3.4514
H 6.9252 -2.5628 -5.5242
H 5.5147 -1.8835 -6.7020
H 6.6876 -0.7084 -5.7729
C -3.1545 2.4812 3.7548
C -3.2082 0.9655 3.7139
O -3.8647 0.5181 2.5178
C -3.0866 0.4530 1.3902
O -1.8966 0.7541 1.3621
C -3.8953 -0.0828 0.2093
F -5.1360 0.4775 0.1220
F -4.0927 -1.4299 0.2924
F -3.2955 0.1406 -0.9930
H -4.1575 2.9053 3.6420
H -2.7278 2.8282 4.7002
H -2.5477 2.8767 2.9343
H -3.7996 0.5965 4.5578
H -2.2093 0.5233 3.8031
C -8.9795 3.7776 6.7897
C -7.9549 3.5723 5.6897
O -6.6292 3.5289 6.2396
C -6.2254 2.3206 6.7476
O -6.9268 1.3129 6.7544
C -4.7852 2.4038 7.2519
F -4.5435 3.5357 7.9738
F -3.8832 2.4070 6.2286
F -4.4416 1.3617 8.0588
H -8.7392 4.6689 7.3783
H -9.9824 3.8916 6.3684
H -8.9886 2.9312 7.4834
H -7.9844 4.4201 4.9980
H -8.1670 2.6710 5.1032

Entry 4:
42
Properties=species:S:1:pos:R:3 method="wB97M-V/def2-TZVPD" de_lowest_kj_mol=24.2 multiplicity=1 total_charge=-1
Sc -0.1697 0.8011 0.0815
Cl -0.2542 2.7017 -1.2644
Cl 0.4915 1.6897 2.1091
C 1.4591 -0.6237 -0.3350
H 1.8259 -1.5814 -0.7450
H 2.2351 -0.2631 0.4043
C -1.3145 -0.6926 -2.0567
C -0.1045 -1.3630 -2.1789
H -2.0409 -0.9959 -1.2932
C 0.8666 -1.0427 -3.2723
H 0.0954 -2.2446 -1.5635
C 0.6429 0.3684 -3.8510
H 1.8894 -1.1295 -2.8857
H 0.7634 -1.7701 -4.1020
C -0.8234 0.6447 -4.1877
H 0.9930 1.1175 -3.1298
H 1.2458 0.4863 -4.7604
C -1.8216 0.3038 -3.0589
H -0.9373 1.6998 -4.4678
H -1.0957 0.0560 -5.0737
H -2.1170 1.2407 -2.5566
H -2.7469 -0.0714 -3.5329
C -3.3278 -1.9095 1.0389
P -2.0301 -0.6695 1.3499
C -2.9965 0.8389 1.7206
C -1.3901 -1.2001 2.9863
C -1.8931 -0.7121 4.1958
C -1.2383 -1.0062 5.3950
C -0.1115 -1.8411 5.3933
C 0.3482 -2.3863 4.1926
C -0.2768 -2.0680 2.9879
H -3.7491 -1.7664 0.0358
H -4.1243 -1.8091 1.7904
H -2.8957 -2.9172 1.1049
H -3.7667 0.6059 2.4680
H -2.3332 1.6332 2.0932
H -3.4823 1.1889 0.7969
H -2.7825 -0.0751 4.2108
H -1.6066 -0.5811 6.3270
H 0.3999 -2.0647 6.3325
H 1.2104 -3.0586 4.1908
H 0.1064 -2.4541 2.0405

Entry 5:
60
Properties=species:S:1:pos:R:3 method="wB97M-V/def2-TZVPD" de_lowest_kj_mol=0.0 multiplicity=2 total_charge=+2
Re 0.3378 -0.4832 -0.0069
C 2.1926 -2.9945 3.1687
O 2.6409 -3.4215 1.8209
C 2.0359 -2.6445 0.9797
N 1.2387 -1.7307 1.4198
C 1.2823 -1.7698 2.9203
C 1.7439 -0.4352 3.4744
C 2.7876 -0.3225 4.3825
C 3.1663 0.9241 4.8694
C 2.5076 2.0681 4.4533
C 1.4427 1.9618 3.5686
C 1.0565 0.7194 3.0938
C 2.3289 -2.7070 -0.4778
C 3.1375 -3.5887 -1.1689
C 3.3249 -3.3543 -2.5299
C 2.7566 -2.2423 -3.1551
C 1.9694 -1.4157 -2.3816
N 1.7504 -1.6764 -1.0927
C 1.3750 -0.0919 -2.7289
N 0.6944 0.5480 -1.8388
C 0.5174 1.9393 -2.3589
C 0.8531 1.7412 -3.8430
O 1.6598 0.4845 -3.8573
C -0.8489 2.5246 -2.1417
C -0.9821 3.9053 -2.0433
C -2.2411 4.4696 -1.9014
C -3.3667 3.6584 -1.8503
C -3.2350 2.2815 -1.9577
C -1.9774 1.7161 -2.1112
H 3.1017 -2.7804 3.7174
H 1.6752 -3.8428 3.6051
H 0.2707 -1.9883 3.2656
H 3.3216 -1.1885 4.7484
H 3.9790 0.9927 5.5796
H 2.8064 3.0354 4.8332
H 0.8962 2.8453 3.2659
H 0.1700 0.6575 2.4708
H 3.6155 -4.4144 -0.6604
H 3.9482 -4.0264 -3.1047
H 2.9352 -2.0216 -4.1982
H 1.2800 2.5372 -1.8529
H 1.4511 2.5263 -4.2911
H -0.0298 1.5274 -4.4425
H -0.1059 4.5434 -2.0622
H -2.3428 5.5434 -1.8245
H -4.3457 4.1030 -1.7339
H -4.1123 1.6472 -1.9321
H -1.8832 0.6442 -2.2342
Cl -1.7678 -2.0628 -1.8598
C -3.0253 -1.4213 -0.8335
C -4.3507 -1.7185 -1.0695
C -5.3061 -1.1724 -0.2186
C -4.9516 -0.3497 0.8419
C -3.6162 -0.0603 1.0648
Cl -3.1388 0.9611 2.3690
C -2.6426 -0.5970 0.2243
N -1.2961 -0.2950 0.4058
H -4.6319 -2.3601 -1.8919
H -6.3510 -1.3953 -0.3863
H -5.7017 0.0671 1.4987

Entry 6:
27
Properties=species:S:1:pos:R:3 method="wB97M-V/def2-TZVPD" de_lowest_kj_mol=669.6 multiplicity=1
C -0.0244 2.8230 -1.6205
C 2.9495 -0.5235 0.4207
C 0.2675 1.0671 -0.0838
C -1.1242 0.8684 0.5849
C 0.0083 -1.0583 0.9478
C 0.6555 -0.3715 -0.1752
C -2.2096 0.3986 -0.3399
C -0.7172 -2.3986 0.5602
N 3.4599 0.5856 0.5664
N 0.1211 1.5949 -1.4232
O -0.9255 -0.1244 1.5882
O 0.7234 -0.8931 -1.3784
O -1.4919 -2.9686 1.5760
H -0.0345 3.0873 -2.5990
H -0.1593 3.6271 -0.9012
H 3.3303 -1.6440 0.3450
H 1.0645 1.6435 0.4266
H -1.2616 1.7643 1.0910
H 0.6461 -1.3380 1.7733
H -2.9299 -0.1721 0.1166
H -1.7374 -0.1468 -1.0653
H -2.6302 1.2738 -0.7746
H 0.1936 -3.0044 0.2983
H -1.2971 -2.1805 -0.4480
H 4.4146 0.6275 0.6522
H 0.8897 -0.1845 -2.0165
H -2.1810 -2.3530 1.8782

Entry 7:
14
Properties=species:S:1:pos:R:3 method="wB97M-V/def2-TZVPD" de_lowest_kj_mol=29.2 multiplicity=1 smiles="CNC(N)=O.O"
C -0.1540 1.8307 1.2710
N -0.0570 0.7094 0.3607
C 1.1292 0.3551 -0.2140
N 1.0406 -0.6782 -1.1335
O 2.2017 0.8159 0.1399
H 0.1627 1.5383 2.2739
H -1.1719 2.2083 1.2391
H 0.5166 2.6306 0.9701
H -0.8304 0.0658 0.3586
H 0.1019 -0.9287 -1.3880
H 1.8057 -0.7487 -1.7688
O -3.0369 -2.3432 -0.4161
H -3.8751 -2.1623 0.0176
H -2.6949 -3.1436 -0.0083

Entry 8:
62
Properties=species:S:1:pos:R:3 method="wB97M-V/def2-TZVPD" de_lowest_kj_mol=0.0 multiplicity=4
Re 0.9829 -0.0352 -0.7041
O 2.8844 0.3406 -1.0605
C 3.8067 -0.4293 -1.6113
C 5.0972 0.1012 -1.7417
C 6.1107 -0.6389 -2.3040
C 5.8869 -1.9424 -2.7620
C 4.6307 -2.4772 -2.6414
C 3.5676 -1.7464 -2.0729
C 2.3020 -2.4121 -1.9892
N 1.2102 -1.9009 -1.5219
N 0.0856 -2.7299 -1.4977
C -0.9037 -2.1136 -0.9343
O -0.8163 -0.8828 -0.4700
C -2.2043 -2.7934 -0.7665
C -3.2598 -2.1091 -0.1709
C -4.4827 -2.7398 0.0017
C -4.6538 -4.0508 -0.4177
C -3.6005 -4.7336 -1.0137
C -2.3779 -4.1094 -1.1892
H 5.2630 1.1087 -1.3854
H 7.0974 -0.2021 -2.3911
H 6.6900 -2.5160 -3.2022
H 4.4321 -3.4846 -2.9877
H 2.2322 -3.4381 -2.3401
H -3.1165 -1.0846 0.1446
H -5.3057 -2.2031 0.4557
H -5.6097 -4.5410 -0.2859
H -3.7350 -5.7550 -1.3442
H -1.5508 -4.6288 -1.6525
N -3.5616 -0.2064 5.3860
C -2.4682 0.0017 4.5783
C -2.2062 -0.8564 3.5035
C -1.0880 -0.6737 2.7186
C -0.2143 0.3711 3.0011
C -0.4524 1.2285 4.0725
C -1.5719 1.0436 4.8528
S 1.1874 0.6532 2.0103
O 2.2522 1.1511 2.8084
O 1.4378 -0.6387 1.2595
N 0.8034 1.5101 0.6987
C 0.6040 2.8879 0.7167
N 0.5050 3.4707 1.9079
C 0.3517 4.7919 1.8931
C 0.2875 5.5189 0.7202
C 0.3831 4.7963 -0.4596
N 0.5465 3.4765 -0.4729
H -4.3043 -0.7793 5.0246
H -3.8651 0.5573 5.9647
H -2.8825 -1.6755 3.2901
H -0.8909 -1.3404 1.8931
H 0.2397 2.0327 4.2770
H -1.7603 1.7035 5.6906
H 0.2775 5.2752 2.8612
H 0.1632 6.5911 0.7185
H 0.3267 5.2820 -1.4275
N 0.3817 0.9047 -2.3713
C -0.1074 1.6691 -3.1024
C -0.6795 2.5694 -3.9551
C -0.1775 3.8953 -3.9923
N 0.2401 4.9691 -4.0191
C -1.7705 2.1559 -4.7659
N -2.6495 1.8113 -5.4255

Entry 9:
16
Properties=species:S:1:pos:R:3 method="wB97M-V/def2-TZVPD" de_lowest_kj_mol=46.7 multiplicity=1
O 1.0857 -1.5593 -0.1155
C 1.7704 -0.4476 -0.6031
C 1.2077 0.8797 -0.1624
C 0.0762 1.1589 0.4367
C -1.0398 0.2061 0.8149
C -1.7675 -0.3383 -0.3439
F -2.3587 0.6875 -1.0507
F -2.8096 -1.1319 0.1025
H 1.3378 -1.5877 0.8105
H 1.5365 -0.4398 -1.6844
H 2.8534 -0.5656 -0.3732
H 1.7986 1.7617 -0.4326
H -0.1065 2.2171 0.6644
H -1.7506 0.7564 1.4692
H -0.7369 -0.6541 1.4351
H -1.0967 -0.9430 -0.9675